Here is a structure of composition C45H40IN11PSY from the OMol25 dataset. Energies are from ωB97M-V/def2-TZVPD.

Calculated values
highest occupied orbital energy (spin up / spin down)	-12.7 / -12.7	eV
gap between HOMO and LUMO (spin up / spin down)	0.2170 / 0.2147	hartree
2S+1	1
ΔE to the lowest compared entry with this formula, charge and spin	0.0	kcal/mol
charge	+2
total energy	-92966.80168	eV

```
100
Properties=species:S:1:pos:R:3:forces:R:3
I -3.091218 0.520617 -0.531592 -0.0608 -0.1353 -0.1260
Y -0.274008 0.511825 0.908046 -0.2259 0.1516 -0.0824
S 0.704586 1.420425 -1.370810 0.0366 0.1297 -0.2167
P -0.513688 -1.758890 -1.277273 0.1788 0.0390 -0.0514
N 2.016686 3.684803 -1.636540 0.0216 0.0902 0.0122
N 0.694779 0.071943 5.298657 -0.0063 -0.0126 -0.0051
N 0.620329 3.687613 0.158435 0.0902 0.1280 -0.0595
N -1.145982 -1.291202 2.494709 -0.0212 -0.0837 0.1714
N 1.906689 -0.581982 1.298548 0.0022 -0.1802 -0.1284
N 1.366400 1.222667 5.134656 0.0240 0.0621 0.0148
N 0.380378 0.912154 3.245478 0.1310 -0.0177 -0.0173
N -0.266046 2.951196 0.900428 -0.1253 -0.0410 0.0608
N -2.217765 1.598237 2.264538 -0.0309 -0.0584 0.1553
N -2.146401 -3.025447 4.427853 0.0185 0.0134 0.0434
N 3.266006 -2.239151 1.869825 0.0011 -0.0485 0.0666
C -2.221862 -0.526358 -3.368515 0.0697 -0.1149 0.0432
C 1.381962 6.035546 -2.131920 0.0012 -0.0204 0.0130
C 0.113176 -0.087650 4.136130 0.0049 0.0907 -0.0617
C -1.111349 -3.399973 -0.702500 -0.0415 0.0071 0.0508
C 3.214798 -0.252791 0.904596 -0.0020 0.0072 0.0945
C -1.388040 -2.609918 -5.115789 -0.0292 0.0622 0.0390
C 5.933345 -0.139305 0.400552 0.0238 -0.0098 0.0121
C -2.038760 -2.232698 2.193975 0.0032 -0.0273 -0.0094
C -2.101217 2.931536 2.405250 -0.0329 -0.0242 0.0411
C 1.179474 1.720868 3.909828 0.0194 -0.0188 0.1034
C 4.074162 -1.293613 1.263451 -0.0794 0.0275 -0.0415
C -3.527241 1.538156 -3.206927 -0.0998 0.1815 0.0677
C -3.946704 1.604024 3.933386 -0.0194 0.0102 0.0146
C -2.857179 0.504143 -2.621280 0.0838 -0.0148 0.0237
C 1.644027 -1.178860 -2.967660 -0.0260 0.0225 0.0528
C 3.443138 -2.904118 -1.767939 0.0011 0.0228 0.0247
C -1.300876 5.123353 1.332573 0.1187 0.0326 0.0535
C -2.354576 -3.874048 -1.128891 -0.0108 -0.0036 0.0375
C -3.142224 0.973735 3.003343 0.0177 -0.0244 -0.0758
C -2.201671 -5.766204 0.355753 0.0051 -0.0231 0.0063
C -0.445163 -4.122880 0.291092 -0.0736 -0.0493 0.0405
C -2.033335 -1.523053 -5.622197 0.0179 -0.0338 0.0037
C 2.960445 -1.224368 -3.400330 -0.0438 0.0063 -0.0164
C -3.781346 2.964397 4.121148 -0.0035 0.0126 0.0075
C -0.971121 -5.301966 0.799826 0.0284 0.0332 -0.0125
C -1.272504 -2.072821 4.741871 -0.0527 -0.0608 0.0121
C -2.857140 3.632821 3.336783 -0.0430 0.0781 0.0439
C 2.008361 -1.765674 1.863705 0.1270 0.0543 0.0013
C 2.128654 -2.847863 -1.323013 0.0126 -0.0400 -0.0423
C -2.896156 -5.039907 -0.599302 -0.0108 0.0346 -0.0219
C 1.208216 -1.981789 -1.911284 0.0136 -0.1585 0.0409
C 1.109707 3.053463 -0.878634 -0.0611 -0.1189 0.1258
C -3.152053 0.615809 -5.366545 -0.0212 0.0421 0.0896
C 3.733856 0.896043 0.305503 0.0031 -0.0143 -0.0152
C -3.652744 1.624822 -4.603054 0.0433 -0.0870 -0.1228
C 3.868738 -2.082267 -2.798758 0.0095 -0.0080 -0.0011
C -1.414043 -1.607067 -2.881793 0.0802 -0.0014 -0.0945
C 5.442961 -1.268684 1.017319 0.0169 -0.0479 0.0134
C -2.459773 -0.472008 -4.777390 -0.0335 0.0264 -0.0490
C -0.779413 -1.197104 3.787494 -0.0241 0.0399 -0.0922
C -1.060812 -2.617538 -3.751965 0.0259 0.0246 -0.0396
C -1.153072 3.647234 1.525426 -0.0452 0.0481 -0.0741
C 2.378337 5.092337 -1.472050 -0.0259 0.0090 -0.0466
C 5.089519 0.929895 0.058477 -0.0175 0.0446 -0.0116
C -2.538938 -3.094918 3.164767 0.0323 0.0295 0.0263
H -4.370869 3.501889 4.852109 0.0061 -0.0051 -0.0119
H 0.956819 -0.504509 -3.460319 -0.0269 -0.0182 -0.0207
H 5.520098 1.806066 -0.408695 -0.0136 -0.0142 0.0084
H -2.612148 -6.687838 0.749126 0.0070 0.0372 -0.0091
H -0.983135 5.381474 0.326408 -0.0025 0.0048 -0.0023
H 1.834804 -3.526396 -0.538425 0.0134 0.0103 -0.0258
H 3.561837 -3.107836 2.282700 0.0086 -0.0218 -0.0149
H 4.132387 -3.604429 -1.311906 -0.0150 0.0109 -0.0033
H 1.621193 2.635675 3.545279 -0.0062 -0.0296 0.0126
H -0.653176 5.680464 2.015951 -0.0283 -0.0157 -0.0047
H 1.914251 1.599595 5.892763 0.0159 0.0053 0.0225
H -0.961516 -1.988407 5.776221 -0.0079 -0.0093 -0.0141
H 1.311236 5.842026 -3.203035 -0.0005 0.0075 0.0171
H -2.251708 -1.446501 -6.680633 0.0138 -0.0128 0.0224
H -2.723506 4.698720 3.449820 0.0047 -0.0190 -0.0132
H 6.991358 -0.066262 0.186619 -0.0181 -0.0089 0.0020
H 1.694609 7.071276 -1.994905 -0.0063 -0.0266 0.0030
H -3.260538 -0.088522 2.834533 0.0064 0.0156 0.0020
H 3.370627 5.221494 -1.902654 0.0065 -0.0256 -0.0123
H -3.263859 -3.854505 2.900314 0.0046 0.0013 0.0085
H 4.894116 -2.123101 -3.143213 -0.0226 -0.0015 0.0032
H -4.678120 1.034353 4.489593 0.0145 0.0155 -0.0060
H -3.998000 2.294289 -2.591916 0.0070 -0.0145 -0.0232
H 0.391401 5.914695 -1.692115 0.0145 0.0019 -0.0172
H -3.861201 -5.383964 -0.950054 0.0320 0.0017 0.0050
H -4.181096 2.458811 -5.043595 0.0106 -0.0111 -0.0029
H 6.089962 -2.089748 1.298033 -0.0151 0.0192 -0.0051
H 3.103089 1.728839 0.038610 -0.0248 0.0178 -0.0207
H -3.282660 0.614846 -6.441392 -0.0016 0.0093 0.0152
H 2.306607 3.203521 -2.470890 0.0047 -0.0036 -0.0240
H 2.452904 5.297381 -0.406544 -0.0023 -0.0183 0.0276
H -0.419575 -5.855951 1.549350 -0.0112 0.0037 -0.0081
H 1.191900 -2.316608 2.303110 0.0109 -0.0173 -0.0407
H -2.911601 -3.336214 -1.883900 0.0062 -0.0015 0.0015
H -1.084745 -3.432293 -5.749271 -0.0093 0.0161 0.0052
H 3.272355 -0.591362 -4.221242 -0.0085 -0.0054 0.0099
H -0.458441 -3.439788 -3.384970 0.0073 -0.0009 0.0081
H -2.329018 5.444167 1.483954 0.0185 -0.0146 0.0193
H 0.489026 -3.766923 0.697874 0.0109 0.0267 0.0194
H -2.369974 -2.305971 1.167843 0.0007 0.0074 -0.0249
```
Forces are in eV/Å.